Entry 1:
{
  "formula": "CH3NOS",
  "method": "the ωB97M-V functional and the def2-TZVPD basis",
  "homo_lumo_gap_ev": 10.011,
  "e_homo_ha": -0.362,
  "lumo_energy_ev": 0.2,
  "symbols": ["C", "N", "O", "S", "H", "H", "H"],
  "positions_angstrom": [[1.021287, -0.054750, 0.276819], [0.167546, 0.824720, 0.203254], [-1.670627, -1.046659, -0.075187], [-1.508740, 0.395325, -0.086116], [2.403126, 0.273463, 1.057472], [0.967825, -1.116027, 0.092251], [-1.380414, 0.723926, -1.468490]],
  "atomic_forces_ev_per_a": [[4.07, 0.26, 2.79], [-0.82, 1.02, -0.08], [-0.30, -0.98, 0.09], [0.96, 0.58, -1.25], [-3.63, -0.70, -2.49], [-0.25, -0.31, -0.09], [-0.04, 0.13, 1.02]]
}

---

Entry 2:
{
  "formula": "C16H28N9OPbS",
  "method": "the ωB97M-V functional and the def2-TZVPD basis",
  "homo_lumo_gap_ev": [5.995, 5.995],
  "total_charge": 1,
  "e_homo_ha": [-0.334, -0.334],
  "lumo_energy_ev": [-3.1, -3.1],
  "symbols": ["Pb", "C", "C", "N", "C", "C", "S", "C", "C", "N", "H", "H", "H", "H", "H", "H", "H", "H", "H", "H", "H", "H", "H", "H", "N", "C", "O", "C", "C", "N", "C", "N", "H", "H", "C", "N", "C", "N", "C", "N", "C", "N", "C", "C", "H", "H", "H", "H", "H", "H", "H", "H", "H", "H", "H", "H"],
  "positions_angstrom": [[-0.038377, 1.236945, -1.396145], [1.671423, 1.017545, 1.560155], [2.853423, 1.569045, 0.748555], [2.509523, 1.687245, -0.676645], [2.879223, 2.976545, -1.271545], [2.063123, 4.168145, -0.778445], [0.230823, 4.013345, -0.964845], [-0.388077, 3.995145, 0.761455], [0.335623, 3.040945, 1.691955], [0.439023, 1.681145, 1.151155], [1.865223, 1.164645, 2.628355], [1.564523, -0.051255, 1.386455], [3.721223, 0.923645, 0.901555], [3.121023, 2.557045, 1.126255], [2.977923, 0.952745, -1.197845], [2.759923, 2.887245, -2.353145], [3.933523, 3.209745, -1.064745], [2.332223, 5.033945, -1.381845], [2.254023, 4.404645, 0.264855], [-1.429277, 3.691445, 0.665355], [-0.333377, 5.015645, 1.136555], [-0.214677, 3.030445, 2.639255], [1.337123, 3.419345, 1.900455], [-0.373777, 1.152445, 1.476955], [-2.728677, 1.914045, 1.329455], [-2.254277, 0.650445, 0.931855], [-1.876577, 0.592945, -0.328545], [-2.319577, -0.441655, 1.821555], [-2.474177, 0.002045, 3.162755], [-2.435277, 0.456645, 4.217655], [-2.657277, -1.791555, 1.662155], [-2.384077, -2.887555, 1.015855], [-3.308577, 2.336045, 0.613555], [-3.195777, 1.916445, 2.229955], [0.568923, -2.388555, -2.412645], [0.374923, -3.783755, -2.067945], [0.759023, -3.992055, -0.680045], [-0.032077, -3.155055, 0.224455], [0.180723, -1.780355, -0.146545], [-0.212777, -1.493155, -1.540245], [-1.636077, -1.887855, -1.696745], [-1.855877, -3.268755, -1.341045], [-1.038577, -4.112255, -2.207745], [-1.437677, -3.496055, 0.041255], [0.254023, -2.237155, -3.448745], [1.632523, -2.148655, -2.318345], [1.813523, -3.730255, -0.556845], [0.616723, -5.041055, -0.417245], [1.248523, -1.555555, -0.045845], [-0.402777, -1.152955, 0.522655], [-1.925377, -1.733555, -2.739645], [-2.246677, -1.252655, -1.058045], [-1.342777, -3.956055, -3.245345], [-1.192477, -5.160855, -1.947245], [-1.515577, -4.577455, 0.223055], [-3.047277, -3.621555, 1.248455]],
  "atomic_forces_ev_per_a": [[0.05, -0.26, 0.02], [0.30, 0.08, -0.06], [-0.27, -0.14, 0.28], [0.12, -0.19, -0.07], [0.03, 0.12, -0.04], [-0.50, -0.09, -0.17], [0.32, 0.46, 0.40], [0.28, 0.15, -0.33], [-0.14, 0.24, -0.10], [-0.37, -0.17, -0.15], [0.04, -0.09, -0.03], [-0.01, -0.01, 0.05], [0.00, 0.08, -0.03], [0.07, -0.05, -0.03], [0.10, 0.10, 0.03], [0.06, 0.02, 0.00], [-0.07, -0.01, -0.15], [0.10, 0.03, 0.12], [0.06, 0.06, 0.01], [0.05, 0.14, 0.02], [-0.09, -0.01, 0.07], [0.10, -0.01, -0.02], [-0.05, -0.05, 0.06], [0.37, -0.03, 0.18], [0.11, -0.37, 0.08], [-0.16, -0.13, -0.64], [-0.70, 0.12, 0.65], [0.62, 1.09, -0.73], [-0.05, 0.08, 0.44], [-0.12, 0.18, 0.42], [-0.53, -0.97, 0.24], [-0.02, -0.38, -0.32], [0.09, -0.06, -0.05], [0.01, 0.02, -0.07], [0.20, -0.01, -0.19], [0.22, -0.23, -0.23], [0.09, -0.10, -0.01], [-0.04, 0.01, 0.52], [0.03, 0.20, 0.01], [0.02, -0.11, 0.02], [-0.37, 0.26, 0.09], [-0.32, -0.22, 0.01], [0.01, -0.12, -0.11], [0.09, -0.09, -0.25], [0.07, 0.06, 0.05], [-0.02, 0.04, -0.03], [-0.05, -0.07, 0.04], [0.04, 0.01, -0.01], [-0.02, -0.02, 0.03], [0.06, 0.15, 0.03], [0.01, -0.01, 0.04], [0.09, -0.08, -0.20], [-0.02, -0.04, 0.06], [0.01, 0.01, -0.03], [-0.04, 0.28, 0.00], [0.14, 0.11, 0.07]]
}